Entry from OMol25: 13 unconnected molecules or ions with the total composition C46H82Cl6N10 in a non-equilibrium geometry (the ωB97M-V functional and the def2-TZVPD basis).

The geometry in ORCA input format:
```
! wB97M-V def2-TZVPD RIJCOSX def2/J DEFGRID3
* xyz 1 2
C 4.90738 4.91316 1.19659
C 3.88955 4.95222 2.38912
C 2.49112 4.69072 1.96519
C 1.84895 5.67159 1.11964
N 1.32596 6.45518 0.44286
H 5.93869 4.96401 1.54575
H 4.55465 5.75988 0.60774
H 4.80138 4.06688 0.51786
H 3.94574 5.84317 3.01456
H 4.15361 4.12056 3.04235
H 1.95028 4.60814 2.90794
H 2.28912 3.77897 1.40303
C 0.59572 -4.89374 4.51414
C 0.50946 -4.70536 2.95564
C 0.06714 -3.28670 2.59063
C 1.14336 -2.24492 2.80222
N 1.96521 -1.42991 2.99078
H 1.01885 -4.00339 4.97928
H 1.22120 -5.76761 4.69639
H -0.38914 -5.05768 4.95149
H -0.25806 -5.38695 2.58897
H 1.45673 -4.95579 2.47807
H -0.82956 -3.03326 3.15613
H -0.26010 -3.30399 1.55105
C 2.23878 -0.61587 -5.09070
C 1.28202 -1.69660 -5.58664
C 1.89751 -2.67155 -6.67664
C 2.42580 -2.06699 -7.90519
N 2.81793 -1.61761 -8.87003
H 3.09527 -0.98337 -4.52548
H 1.73899 0.11084 -4.45023
H 2.72026 -0.10368 -5.92373
H 0.44347 -1.14922 -6.01711
H 0.90627 -2.28203 -4.74748
H 1.14230 -3.39076 -6.99364
H 2.73091 -3.20291 -6.21707
C 2.18120 -0.32922 6.77441
C 1.04309 0.67959 6.73226
C 0.46227 1.10771 5.40361
C 1.29884 1.78006 4.43565
N 2.02948 2.22933 3.63005
H 2.54079 -0.60336 7.76620
H 3.04122 0.05440 6.22551
H 1.84899 -1.24428 6.28410
H 1.33985 1.51149 7.37098
H 0.14907 0.26487 7.19791
H -0.34217 1.79806 5.65737
H 0.13971 0.17286 4.94522
C 0.04564 0.10686 -1.36315
C 0.54822 -0.09659 0.08845
C 0.58041 1.20186 0.90761
C -0.70683 1.97649 0.87714
N -1.66584 2.57665 0.89827
H 0.59478 0.93671 -1.80801
H -1.00854 0.35028 -1.49563
H 0.25554 -0.79845 -1.93277
H 1.53728 -0.54848 0.01316
H -0.00441 -0.90120 0.57353
H 1.35276 1.84961 0.49290
H 0.85499 0.90899 1.92099
C -3.03378 1.68873 -2.64124
C -3.62263 3.04316 -2.32118
C -5.07828 3.17055 -1.83145
C -5.41816 2.28984 -0.67655
N -5.72508 1.55673 0.19967
H -2.93256 1.03165 -1.77747
H -2.06777 1.83476 -3.12455
H -3.66024 1.14339 -3.34712
H -3.68755 3.61731 -3.24543
H -2.97938 3.61711 -1.65417
H -5.79496 2.80555 -2.56715
H -5.31956 4.21143 -1.61590
C 4.11631 -2.56760 -2.29219
C 4.41075 -2.52421 -0.81452
C 4.68028 -3.91827 -0.29064
C 5.87163 -4.63405 -0.76106
N 6.86667 -5.11963 -1.13203
H 5.00543 -2.95417 -2.79031
H 4.03673 -1.49643 -2.47753
H 3.18307 -3.03424 -2.60749
H 3.50890 -2.18075 -0.30777
H 5.10411 -1.71537 -0.58403
H 3.80825 -4.54224 -0.48642
H 4.74598 -3.79892 0.79081
C -5.72940 2.91077 4.10551
C -4.52584 3.74577 4.45075
C -3.29326 3.37322 3.52745
C -2.75378 2.02228 3.74826
N -2.36430 0.96970 3.90784
H -5.59797 1.82877 4.11526
H -6.08648 3.05387 3.08565
H -6.60184 3.15987 4.70957
H -4.22477 3.46196 5.45917
H -4.72139 4.81807 4.45470
H -2.48036 4.08949 3.64680
H -3.69496 3.37386 2.51417
C -3.60011 -3.46981 0.76410
C -3.40668 -2.01911 0.29771
C -3.17957 -1.08145 1.53976
C -4.34490 -1.02627 2.45607
N -5.22166 -1.01010 3.20720
H -4.33982 -3.59674 1.55455
H -2.65233 -3.92777 1.04708
H -3.99783 -3.98454 -0.11053
H -4.25322 -1.61262 -0.25568
H -2.61397 -1.91049 -0.44250
H -3.06139 -0.06875 1.15431
H -2.25844 -1.34013 2.06197
C -2.77085 0.16410 -6.16955
C -3.94245 -0.75130 -5.85858
C -3.49241 -2.12050 -5.35612
C -2.86878 -1.84554 -4.05362
N -2.38412 -1.59701 -2.98435
H -3.07581 1.17160 -6.45243
H -2.09475 -0.31840 -6.87537
H -2.15989 0.28883 -5.27553
H -4.47824 -0.93426 -6.79001
H -4.73214 -0.28102 -5.27264
H -2.66981 -2.42799 -6.00179
H -4.23131 -2.91901 -5.28899
Cl 2.07617 3.61845 -1.24267
C 0.36970 4.06817 -1.62768
C 0.29093 4.97535 -2.89773
Cl -1.41165 5.51321 -3.01792
H -0.04600 4.62120 -0.78540
H -0.15689 3.12076 -1.74272
H 0.50371 4.46126 -3.83504
H 0.98481 5.80604 -2.76890
Cl 6.10012 -1.78277 2.19065
C 5.27910 -0.36038 2.85379
C 4.63063 0.49325 1.75422
Cl 5.68934 1.10002 0.51001
H 6.03254 0.22911 3.37623
H 4.50259 -0.62178 3.57268
H 4.13349 1.36940 2.17052
H 3.96301 -0.14391 1.17420
Cl 1.01660 -3.46244 -0.88257
C 0.06669 -4.16656 -2.25223
C -1.34220 -4.56322 -1.75396
Cl -1.29409 -5.87755 -0.58046
H 0.60202 -5.09375 -2.45675
H -0.10572 -3.46693 -3.07009
H -1.95072 -4.87195 -2.60395
H -1.94086 -3.74763 -1.34835
*
```

* E_LUMO (spin up / spin down): -2.65 / -10.27 eV
* ⟨S²⟩: 0.754
* total energy: -5110.17896 a.u.
* gap between HOMO and LUMO (spin up / spin down): 9.839 / 2.214 eV
* max |F|: 5.5 eV Å⁻¹